Record 1
15
Properties=species:S:1:pos:R:3:forces:R:3:mulliken_charge:R:1 method="wB97M-V/def2-TZVPD" e_lumo_ev=-4.53 e_above_lowest_kcal_mol=84.38 orbital_gap_ev=8.934 total_charge=+1
H 2.507285 1.755290 -0.523716 -0.5 0.7 -0.6 0.227
H -0.471140 -2.531233 0.166013 -0.2 0.4 -0.4 0.326
C -0.564242 -0.396578 0.265178 -1.2 1.1 -0.6 0.946
H -0.103831 1.063916 1.687406 -0.2 1.6 -0.2 0.293
C -0.769106 -1.680918 -0.478815 -1.1 -1.3 1.7 -1.130
H -1.847315 -1.835099 -0.819822 1.4 0.3 0.8 0.357
C -2.362833 1.121754 -0.826492 3.6 -2.5 1.5 0.088
N 2.203374 1.047550 0.124938 0.2 1.0 -0.1 -0.688
H 2.276787 0.212627 -0.415856 0.3 -0.9 -0.1 0.263
C 0.161839 0.152831 1.245701 -1.2 -1.3 -0.2 -0.929
H 0.759502 -0.380163 1.933166 0.9 -1.0 0.0 0.306
H -3.114207 1.548211 -1.414549 -0.9 0.8 -0.5 0.457
H -0.178882 -1.710289 -1.336229 1.1 -0.1 -1.6 0.321
N -1.484374 0.520590 -0.355056 -2.5 2.0 -0.6 -0.100
H 2.987141 1.111518 0.748126 0.4 -0.7 0.7 0.263

Record 2
14
Properties=species:S:1:pos:R:3:forces:R:3:mulliken_charge:R:1 method="wB97M-V/def2-TZVPD" e_lumo_ev=0.88 e_above_lowest_kcal_mol=77.63 smiles="NC(=O)C[C@H]1CO1" orbital_gap_ev=10.274 total_charge=0
C 1.220171 0.786984 0.667777 -0.1 0.1 -0.3 0.520
H 1.365427 0.970996 2.683621 -0.1 -0.3 -0.1 0.241
O 1.624312 1.906295 0.412757 -0.1 -0.4 -0.2 -0.615
H 0.678210 -0.544282 2.106386 0.0 -0.1 0.3 0.232
O -1.109061 -1.459830 -1.388596 -0.1 -0.6 0.0 -0.352
H -2.804031 -0.289155 -1.160272 0.7 0.3 0.3 0.311
N 1.153911 0.320678 1.937132 0.0 0.1 0.1 -0.367
H -1.480030 -0.348199 0.354734 0.7 -1.5 2.3 0.302
C 0.762309 -0.219923 -0.401856 -0.3 0.2 -0.1 -0.650
C -0.668939 -0.747969 -0.257219 -0.6 1.8 -0.9 0.067
H -1.352472 0.651579 -1.833297 0.2 -0.2 -0.8 0.267
H 0.867102 0.273729 -1.373914 0.0 0.0 0.1 0.300
H 1.454279 -1.081484 -0.434458 -0.3 0.3 0.2 0.316
C -1.711183 -0.219421 -1.312789 0.1 0.4 -1.0 -0.573

Record 3
22
Properties=species:S:1:pos:R:3:forces:R:3:mulliken_charge:R:1 method="wB97M-V/def2-TZVPD" e_lumo_ev=0.83 e_above_lowest_kcal_mol=91.93 orbital_gap_ev=8.394 total_charge=0
N -0.522537 -1.712587 -0.851628 -1.1 -0.9 -1.3 -0.459
C 1.129562 -1.552497 1.571860 1.1 0.1 -2.4 -0.537
H 1.988584 -0.234206 -0.080588 -0.6 0.0 -0.5 0.509
H -0.414802 -1.604010 -1.851186 0.3 0.0 0.3 0.203
C -0.838063 1.551422 -0.210744 0.0 -1.8 2.2 -0.022
H 0.716410 -1.653339 2.579088 -0.6 0.3 -0.4 0.320
H 1.543566 -2.507960 1.240003 0.1 0.1 0.2 0.342
H 0.984133 1.841730 -0.793949 -0.3 0.0 0.3 0.400
C -1.385413 1.409596 -1.613327 0.0 -0.2 -0.1 -1.232
C 0.187583 -0.825333 -0.064947 1.8 -2.6 4.1 0.656
O 1.259528 -0.348081 -0.761078 0.7 0.7 0.4 -0.637
O 0.382453 2.254746 -0.152045 0.1 0.0 -0.3 -0.567
H -1.588866 2.395359 -2.050677 0.1 -0.1 0.2 0.383
H -1.545855 2.094740 0.418505 0.1 0.2 -0.2 0.464
O 2.262475 -0.624469 1.605460 -0.7 -0.5 0.1 -0.602
C -0.600595 0.027872 0.806464 -1.7 5.2 -3.2 -0.787
H -0.677592 0.914001 -2.285278 0.0 -0.1 0.1 0.268
H 1.992237 0.198928 2.038975 -0.1 -0.2 0.0 0.344
H -0.813186 -2.648259 -0.610401 0.3 0.4 0.5 0.177
H -2.320539 0.842331 -1.613207 0.1 0.0 0.0 0.308
H -0.133618 0.506340 1.658111 0.2 -0.2 0.1 0.176
H -1.605465 -0.326325 1.020588 0.2 -0.4 0.1 0.291

Record 4
97
Properties=species:S:1:pos:R:3:forces:R:3:mulliken_charge:R:1 method="wB97M-V/def2-TZVPD" e_lumo_ev=-1.02 smiles="C#CCCCC1=CC(=O)C=C(OCCOCC)C1=O.CCCCCC.CCCCCC.CCCCCC" orbital_gap_ev=8.777 total_charge=0
H -3.827360 -0.537770 2.634497 0.0 0.0 0.0 0.271
H -6.189944 -2.950616 1.624769 0.0 0.0 0.0 0.350
C 7.445313 1.094454 -1.681250 -0.1 0.5 -0.2 0.649
H 2.735441 4.211200 -0.554622 0.0 0.2 0.0 0.374
H 0.815605 -0.408385 0.577483 0.0 -0.1 0.0 0.368
C 3.712819 1.830083 -0.596526 -0.6 -0.2 0.5 -0.659
C -0.503308 -2.572033 -3.120568 -0.1 0.0 0.1 -1.235
H -6.651965 -5.255572 -1.383300 0.0 0.0 0.0 0.283
H -1.922342 -1.848977 -1.669317 0.0 0.0 0.0 0.186
H -0.389578 -1.521438 -0.028041 0.0 0.0 0.0 0.320
H -5.048964 -0.668553 1.374248 0.1 0.0 0.0 -0.042
C -5.690475 -0.263535 6.809593 0.0 -0.1 -0.1 -1.227
C 11.612089 0.518102 -3.907227 0.1 0.4 -0.7 -0.299
H 10.076683 1.501056 -5.069995 0.1 -0.1 -0.1 0.276
H 12.018213 -0.189056 -4.633096 -0.2 -0.3 0.2 0.367
H 2.991748 2.170640 -1.345420 0.1 -0.2 -0.2 0.315
H 9.526381 -1.124259 -0.802905 -0.2 0.0 -0.1 0.399
H -7.899384 -1.125735 1.680881 0.0 0.0 0.0 0.152
H -0.084574 -2.282551 -4.086545 0.0 0.0 0.0 0.290
C -0.086546 -0.471068 -0.038447 0.0 0.2 0.0 -0.579
H -6.603997 -0.001769 6.273425 0.0 0.0 0.0 0.282
C 0.266594 -0.034597 -1.458578 0.1 -0.1 -0.1 -0.296
O 10.597610 -0.108218 -3.136092 0.2 0.3 0.2 -0.365
C -4.145805 0.847959 5.107790 0.1 0.0 -0.1 -0.618
C 9.379109 -0.071012 -1.050802 0.6 -0.7 -0.4 -0.729
C 11.066719 1.725334 -4.671820 -0.1 0.1 0.3 -1.095
H 2.647189 1.994743 1.308069 0.2 -0.2 -0.1 0.403
C -4.507136 -0.431172 5.861191 0.0 0.1 0.1 -0.330
H -7.495755 -2.345423 -2.402766 0.0 0.0 0.0 0.399
C 2.767825 3.983161 0.512735 0.1 0.1 0.5 -0.631
H 11.475368 -0.095491 -1.289584 0.0 0.2 0.1 0.325
H -1.664726 0.575959 -2.200245 0.0 0.0 0.0 0.362
C -5.242622 1.388715 4.189220 -0.1 0.0 0.1 -1.019
H 1.115505 -0.628940 -1.809087 0.0 0.0 0.0 0.391
H -6.098398 1.707873 4.791082 0.0 0.0 0.0 0.367
C -8.188680 -2.178135 1.645245 0.0 -0.1 0.0 -1.143
H 11.720618 2.001750 -5.500002 0.0 0.0 0.1 0.401
C -0.875275 -0.131299 -2.471420 -0.1 0.1 0.1 -0.897
H 12.447922 0.836412 -3.275515 0.0 -0.1 0.1 0.300
H 10.792411 1.456277 -1.767482 -0.2 0.0 -0.2 0.381
H 4.289375 2.666928 1.302449 -0.1 -0.1 0.2 0.495
H 5.066114 4.201880 -0.888897 0.0 0.0 0.0 0.412
H 0.321693 -2.717614 -2.421593 0.0 0.0 0.0 0.284
C 7.916658 2.341900 -1.738317 0.1 0.2 0.2 -0.267
C 3.563377 5.010989 1.203050 0.2 -0.4 -0.7 -0.644
H -9.303177 -4.014948 -2.292789 0.0 0.0 0.0 0.376
H -5.882398 -1.191608 7.350253 0.0 0.0 0.0 0.381
H -2.322464 -1.457393 -3.325774 0.0 0.0 0.0 0.387
C -4.638917 -0.003900 2.137281 -0.1 -0.1 0.0 -0.773
C -1.490410 -1.521919 -2.619460 0.1 0.0 -0.1 -0.329
H -8.374276 -2.510572 2.668087 0.0 0.1 0.0 0.366
H 5.212730 6.423465 1.818856 -0.1 0.0 0.2 0.409
H -9.129584 -2.257131 1.098501 0.0 0.0 0.0 0.390
O 5.434136 -0.150812 -1.717883 0.1 -0.3 0.1 -0.594
O 7.399562 4.623141 -1.897749 0.3 0.2 0.0 -0.575
H -0.880532 1.433251 0.636050 0.0 0.0 0.0 0.247
H -1.362663 0.053496 1.627454 0.0 0.1 0.0 0.347
C 5.616576 3.307838 -1.146048 0.8 -0.5 -0.2 -0.070
H 1.740427 4.053655 0.874305 0.0 -0.2 -0.1 0.399
H -8.665480 -1.979194 -1.159248 0.0 0.0 0.0 0.343
H -5.491080 0.517925 7.545815 0.0 0.0 0.0 0.300
H -6.158649 -0.479873 3.586360 0.0 0.0 0.0 0.167
H 10.970008 2.598223 -4.020507 0.0 0.0 0.0 0.260
H -5.876673 -3.162042 -0.761994 0.0 0.0 0.0 0.375
H -2.119506 0.307642 0.059784 0.0 0.0 0.0 0.236
C 10.625805 0.374232 -1.810711 0.1 -0.3 0.3 -0.401
O 8.178656 -0.023216 -1.820980 -0.4 0.2 0.6 -0.408
H -7.382032 -4.073154 1.010664 0.0 0.0 0.0 0.395
C 5.962888 0.912771 -1.502203 -0.4 -0.5 -0.2 0.327
H -4.868276 2.293569 3.699696 0.0 0.0 0.0 0.383
H -1.000175 -3.535243 -3.246194 0.0 0.0 0.0 0.391
H 9.287896 0.458514 -0.099966 -0.1 0.2 -0.1 0.412
H -8.905089 -4.408011 -0.636326 0.0 0.0 0.0 0.231
C -5.728287 0.411538 3.120854 0.1 0.1 -0.1 -0.199
H 8.964725 2.557644 -1.890922 0.0 0.1 -0.1 0.278
H -7.056271 -4.818962 -3.048683 0.0 0.0 0.0 0.289
C 3.372693 2.559710 0.723686 -0.1 0.5 -0.2 -0.831
H -3.237379 0.668802 4.524896 0.0 0.0 0.0 0.203
H -3.886948 1.625861 5.833116 0.0 0.0 0.0 0.425
H 0.618657 1.002685 -1.433080 0.0 0.0 0.0 0.082
C -6.731976 -2.575796 -0.412985 0.1 -0.1 0.0 -0.396
C -7.475711 -5.114912 -2.084847 -0.1 0.0 0.1 -1.183
H -4.217156 0.867235 1.631486 0.0 0.0 0.0 0.407
C 7.017494 3.508090 -1.615089 -0.3 0.2 0.1 -0.663
H -0.501568 0.197280 -3.446355 0.0 0.0 0.0 0.403
C -1.176573 0.381904 0.603515 0.0 -0.2 0.1 -0.952
H -4.715031 -1.240978 5.156174 0.0 0.0 0.0 0.224
H -6.389320 -1.536122 -0.384374 0.0 0.0 0.0 0.235
C 5.120441 2.072855 -1.073332 -0.2 0.5 0.2 0.632
H -6.540030 0.885717 2.561967 0.0 0.0 0.0 0.406
C -7.869805 -2.679379 -1.429701 -0.1 0.0 0.0 -0.921
C 4.424538 5.750001 1.584075 0.1 0.3 0.0 0.021
H -3.635796 -0.748112 6.440574 0.0 0.0 0.0 0.376
H 3.512810 0.770436 -0.437580 0.3 -0.1 -0.3 0.393
C -7.088612 -3.019831 1.004696 0.0 0.1 0.0 -0.499
C -8.473022 -4.074501 -1.583860 0.1 0.0 -0.1 -0.409
H -7.963937 -6.081931 -2.215054 0.0 0.0 0.0 0.380